(1)
{"formula": "C12H20BrCrN4O9P2", "method": "ωB97M-V/def2-TZVPD", "elements": ["H", "O", "H", "H", "C", "C", "H", "C", "O", "H", "H", "H", "O", "P", "H", "O", "N", "H", "H", "O", "O", "C", "H", "H", "N", "O", "O", "H", "C", "C", "H", "H", "O", "N", "H", "C", "N", "H", "C", "H", "Cr", "H", "P", "C", "C", "Br", "H", "C", "C"], "coordinates": [[2.399, -1.731, -3.201], [-1.903, -1.690, -0.625], [-0.808, 0.445, -5.071], [-0.183, 4.045, 2.090], [-1.134, 1.637, 1.983], [-0.825, -3.457, 0.573], [2.815, -1.411, 0.782], [2.067, -1.321, 1.571], [-1.746, 2.330, -2.945], [-0.253, -1.040, -4.312], [2.594, -1.307, 2.529], [-1.057, -0.484, 5.130], [-2.082, -3.746, -1.461], [1.563, -0.067, -2.149], [-1.232, 2.204, 1.068], [0.887, -1.164, -1.383], [-0.029, -2.355, 1.068], [-0.205, -4.309, 0.286], [1.099, 3.590, 3.212], [2.291, 1.071, -1.506], [-1.002, 1.051, -0.833], [0.292, 0.710, -3.224], [-2.187, -0.896, -1.962], [-0.435, 4.190, 3.834], [-1.610, 0.348, 1.908], [1.741, -3.676, 1.722], [2.566, -0.786, -3.207], [0.916, -0.023, -5.165], [-0.391, 1.375, 4.236], [0.019, 3.577, 3.052], [1.315, 2.174, -4.355], [1.386, 2.340, -2.685], [-2.239, -0.171, -2.674], [0.781, 2.108, -3.491], [1.793, 0.567, 0.741], [-1.658, -2.983, -0.620], [1.296, -0.081, 1.351], [0.113, 1.743, 5.119], [0.025, -0.010, -4.531], [1.106, 0.388, 2.233], [-0.510, -0.600, 0.326], [-1.538, -3.802, 1.332], [-1.319, 1.042, -2.308], [-1.628, -0.307, 3.089], [1.213, -2.589, 1.479], [-2.667, -1.898, 3.157], [-0.106, 2.674, -3.490], [-0.512, 2.171, 3.086], [-1.016, 0.125, 4.238]], "e_lumo_ev": [2.48, 2.48], "gap_ha": [0.19696, 0.29486], "largest_force_ha_per_bohr": 0.007, "spin_multiplicity": 5, "e_above_lowest_ev": 0.000, "total_charge": -1, "e_tot_ev": -154210.256}



(2)
{"formula": "C12H20Cl2NaO20", "method": "ωB97M-V/def2-TZVPD", "elements": ["O", "H", "Na", "C", "O", "O", "H", "Cl", "O", "O", "O", "H", "H", "O", "C", "O", "O", "C", "O", "H", "O", "H", "H", "C", "H", "Cl", "C", "C", "O", "H", "O", "H", "H", "H", "C", "H", "O", "O", "C", "O", "O", "H", "O", "H", "C", "C", "O", "H", "H", "H", "H", "H", "C", "O", "C"], "coordinates": [[0.448, 6.058, 3.756], [0.331, -4.308, 5.284], [0.777, 1.480, 0.893], [4.822, -2.035, 4.517], [0.753, 6.618, 6.002], [2.483, 7.020, 4.471], [-2.205, 0.443, -4.882], [1.386, 6.158, 4.802], [1.868, 4.818, 4.978], [3.060, -6.359, -1.519], [7.320, 3.466, -3.104], [0.620, -4.374, 7.032], [1.081, -5.706, 6.188], [4.130, -2.903, 5.333], [-8.311, 3.165, 0.656], [1.813, -4.594, -1.985], [-7.537, 2.396, 1.512], [-1.615, 5.401, -4.246], [-2.227, 4.390, -5.072], [-7.987, 1.940, -1.095], [5.531, 2.571, -1.968], [-3.194, 0.497, -6.212], [2.465, -7.946, -4.000], [-6.359, 2.231, 1.004], [4.299, -7.774, -2.481], [6.963, 2.609, -2.000], [-3.067, 0.998, -5.252], [2.760, -3.134, 5.082], [7.397, 1.284, -2.231], [5.113, -1.096, 4.990], [-6.376, 2.619, -0.292], [1.462, -8.669, -2.618], [-1.897, 6.355, -4.691], [-7.597, 3.701, -1.420], [2.054, -5.807, -2.118], [4.403, -1.894, 3.521], [7.400, 3.102, -0.766], [2.125, -2.658, 4.149], [-2.130, 3.154, -4.732], [-2.902, 2.344, -5.502], [1.395, -6.681, -2.961], [-9.379, 2.978, 0.764], [-5.408, 1.689, 1.591], [3.266, -8.334, -1.249], [2.092, -7.856, -2.979], [3.298, -7.626, -2.076], [-1.461, 2.819, -3.773], [-3.956, 0.891, -4.631], [5.727, -2.591, 4.272], [-1.969, 5.534, -3.224], [-0.539, 5.268, -4.139], [-8.236, 4.167, 1.079], [1.032, -4.625, 6.055], [2.310, -4.083, 5.981], [-7.632, 2.889, -0.694]], "e_lumo_ev": -0.66, "gap_ha": 0.18024, "largest_force_ha_per_bohr": 0.110, "e_above_lowest_ev": 4.663, "total_charge": -1, "e_tot_ev": -83162.983}



(3)
{"formula": "C12H20Cl2O4Pt", "method": "ωB97M-V/def2-TZVPD", "elements": ["H", "C", "H", "C", "C", "H", "H", "C", "O", "O", "Cl", "H", "C", "C", "O", "H", "C", "H", "H", "H", "C", "Pt", "O", "H", "C", "H", "H", "C", "H", "H", "H", "H", "C", "C", "H", "H", "H", "H", "Cl"], "coordinates": [[-0.728, -0.918, -3.137], [-1.314, -0.724, 1.236], [-3.041, 0.923, -1.929], [-0.945, -1.654, 0.231], [-1.999, 1.236, -1.835], [-1.955, -2.071, -2.540], [-0.212, -2.454, -2.381], [4.728, 1.622, 0.244], [1.791, -1.180, -0.788], [3.437, 1.518, -0.395], [0.376, 2.896, -0.369], [4.665, 1.836, 1.320], [2.459, 0.968, 0.333], [-1.654, 0.498, 0.643], [2.556, 0.683, 1.524], [-3.288, 1.263, 1.700], [-0.956, -1.644, -2.350], [-1.456, 1.113, -2.773], [-1.071, -0.119, 3.263], [-1.708, 2.018, 2.140], [-1.362, -1.009, 2.691], [0.794, 0.620, -0.658], [1.057, 0.705, -2.701], [-2.480, 2.451, 0.623], [-0.652, -3.086, 0.438], [-0.651, -1.802, 2.947], [2.002, -1.510, 0.110], [-0.959, -0.988, -1.033], [1.753, 0.026, -2.795], [-1.588, -3.644, 0.570], [-0.028, -3.243, 1.329], [5.199, 2.458, -0.278], [-1.353, 0.409, -0.803], [-2.324, 1.613, 1.302], [5.277, 0.685, 0.070], [-2.368, -1.320, 3.006], [-0.131, -3.493, -0.432], [-1.932, 2.291, -1.566], [0.061, 3.027, 3.042]], "e_lumo_ev": [4.83, 4.28], "gap_ha": [0.11402, 0.18813], "largest_force_ha_per_bohr": 0.081, "spin_multiplicity": 5, "e_above_lowest_ev": 2.370, "total_charge": -2, "e_tot_ev": -49245.428}